Record 1
ORCA calculation (ωB97M-V/def2-TZVPD) on 3 unconnected molecules or ions with the total composition C6H9N3.

XYZ file:
```
18
Properties=species:S:1:pos:R:3:nbo_charge:R:1
C -2.957 0.004 0.390 -0.75
C -2.354 1.297 0.640 0.33
N -1.870 2.316 0.850 -0.38
H -2.417 -0.896 0.692 0.29
H -3.170 -0.060 -0.725 0.26
H -3.941 -0.066 0.857 0.26
C 1.075 2.552 -0.227 -0.75
C 1.987 1.443 0.030 0.32
N 2.745 0.561 0.116 -0.40
H 0.127 2.570 0.407 0.30
H 0.690 2.359 -1.215 0.25
H 1.669 3.461 -0.064 0.26
C 1.887 -2.596 -0.343 -0.74
C 0.491 -2.692 -0.111 0.32
N -0.635 -2.701 0.055 -0.38
H 2.480 -3.494 -0.157 0.26
H 2.271 -1.749 0.233 0.29
H 1.922 -2.309 -1.428 0.26
```

Results
SMILES: CC#N.CC#N.CC#N
gap between HOMO and LUMO: 0.4441 Eh
lowest unoccupied orbital energy: 0.72 eV
M: 123.159 g/mol
spin multiplicity: 1

Record 2
ORCA calculation (ωB97M-V/def2-TZVPD) on a gas-phase ion, C6H9N3 (charge +2).

XYZ file:
```
18
Properties=species:S:1:pos:R:3:nbo_charge:R:1
C -0.047 1.659 0.928 -0.37
N 0.023 0.622 -0.257 -0.14
C 1.310 0.731 -0.822 0.03
C 2.090 -0.298 -0.409 0.00
N 1.315 -1.278 0.158 -0.43
C 0.052 -0.995 0.215 0.66
C -1.384 -1.344 0.153 -0.61
C -1.999 -0.228 -0.614 0.18
N -1.220 0.747 -0.824 -0.20
H -0.650 1.075 1.753 0.27
H 1.003 1.951 1.065 0.25
H -0.467 2.545 0.509 0.28
H 1.663 1.628 -1.198 0.29
H 3.090 -0.545 -0.555 0.29
H 1.752 -2.206 0.210 0.50
H -1.994 -1.447 1.035 0.35
H -1.435 -2.283 -0.388 0.33
H -3.102 -0.332 -0.960 0.32
```

Results
SMILES: C[N@@+]12C=C[NH+]=C1CC=N2
gap between HOMO and LUMO: 0.3319 Eh
lowest unoccupied orbital energy: -10.82 eV
M: 123.159 g/mol
total charge: +2
spin multiplicity: 1

Record 3
ORCA calculation (ωB97M-V/def2-TZVPD) on C6H9N3O2S in the gas phase.

XYZ file:
```
21
Properties=species:S:1:pos:R:3:nbo_charge:R:1
C 2.976 -0.658 0.596 -0.08
C 1.723 -0.194 0.311 -0.06
C 1.952 1.163 -0.153 -0.01
C 0.337 -0.709 0.217 -0.29
C 0.894 2.062 -0.491 0.01
C -3.168 -0.361 -0.327 -0.81
N 3.186 1.538 0.069 -0.21
N 3.866 0.453 0.386 -0.33
N -0.445 0.328 -0.379 -0.76
O -2.230 2.001 -0.089 -0.98
O -1.815 0.540 1.807 -0.98
S -1.822 0.752 0.368 2.29
H 3.201 -1.642 0.968 0.23
H 0.444 -1.566 -0.355 0.21
H 0.029 -0.870 1.187 0.23
H 0.285 2.634 0.196 0.23
H 0.794 2.558 -1.396 0.21
H -2.872 -1.352 -0.267 0.22
H -3.864 -0.170 0.352 0.22
H -3.306 0.209 -1.297 0.25
H 4.753 0.705 0.742 0.41
```

Results
gap between HOMO and LUMO (spin up / spin down): 0.3197 / 0.3197 Eh
lowest unoccupied orbital energy (spin up / spin down): -0.82 / -0.82 eV
M: 187.224 g/mol
spin multiplicity: 1

Record 4
ORCA calculation (ωB97M-V/def2-TZVPD) on 2 unconnected molecules or ions with the total composition C6H9N3O3.

XYZ file:
```
21
Properties=species:S:1:pos:R:3:nbo_charge:R:1
N 0.010 1.781 1.587 -0.43
C 0.368 0.677 2.159 0.42
N -0.250 0.285 3.314 -0.38
C 0.288 -0.852 3.574 0.02
C 1.279 -1.202 2.594 0.03
N 1.300 -0.222 1.710 -0.44
H 0.540 1.862 0.713 0.34
H -0.001 -1.435 4.448 0.21
H 1.969 -2.038 2.569 0.22
C 1.104 0.758 -3.568 -0.27
O -0.045 -0.027 -3.814 -0.51
C -0.861 -0.013 -2.717 0.21
O -0.248 -0.767 -1.668 -0.51
C -0.985 -0.666 -0.539 0.63
O -1.931 0.088 -0.446 -0.58
H 0.832 1.820 -3.393 0.17
H 1.626 0.404 -2.677 0.18
H 1.723 0.681 -4.470 0.20
H -1.811 -0.470 -2.987 0.18
H -1.050 1.001 -2.325 0.16
H -0.604 -1.299 0.259 0.13
```

Results
SMILES: N=C1N=CC=N1.COCOC=O
gap between HOMO and LUMO: 0.3166 Eh
lowest unoccupied orbital energy: -1.79 eV
M: 171.156 g/mol
spin multiplicity: 1

Record 5
ORCA calculation (ωB97M-V/def2-TZVPD) on 2 unconnected molecules or ions with the total composition C6H9N3O3S.

XYZ file:
```
22
Properties=species:S:1:pos:R:3:nbo_charge:R:1
C 3.691 -0.707 0.028 -0.27
O 2.352 -0.490 0.638 -0.50
C 1.237 -0.870 0.032 0.88
O 1.141 -1.133 -1.138 -0.69
N 0.184 -0.744 0.898 -0.59
C -1.038 -0.864 0.421 0.59
N -2.084 -0.495 1.174 -0.43
C -3.195 -0.893 0.759 -0.02
S -3.139 -1.682 -0.788 0.52
N -1.468 -1.635 -0.653 -0.75
H 3.763 -0.497 -1.097 0.21
H 3.983 -1.766 0.425 0.19
H 4.401 -0.110 0.528 0.19
H -4.070 -0.894 1.268 0.21
H -0.921 -1.702 -1.507 0.46
C 0.147 2.279 -0.146 -0.51
C -1.023 1.822 -0.508 0.13
O -2.225 1.984 0.122 -0.70
H 0.352 2.979 0.632 0.20
H 1.062 2.138 -0.753 0.22
H -1.131 1.190 -1.449 0.17
H -2.020 2.092 1.115 0.49
```

Results
SMILES: COC(=O)/N=c1/ncs[nH]1.C=CO
gap between HOMO and LUMO: 0.3129 Eh
lowest unoccupied orbital energy: -0.07 eV
M: 203.223 g/mol
spin multiplicity: 1

Record 6
ORCA calculation (ωB97M-V/def2-TZVPD) on C6H9N3S in the gas phase.

XYZ file:
```
19
Properties=species:S:1:pos:R:3:nbo_charge:R:1
C 2.815 0.184 1.240 -0.33
C 1.582 -0.024 0.757 0.06
C 0.311 0.733 0.760 -0.50
C -0.470 -0.193 -0.246 0.03
C -0.739 0.485 -1.566 -0.62
C -2.004 -0.736 0.295 0.10
N -2.419 -1.815 -0.386 -0.79
S -2.603 0.205 1.432 -0.03
N 0.334 -1.306 -0.484 -0.17
N 1.464 -1.205 0.014 -0.13
H 3.602 -0.444 0.831 0.21
H 3.240 1.043 1.803 0.21
H -0.198 0.853 1.702 0.27
H 0.357 1.695 0.285 0.23
H -0.784 1.552 -1.405 0.22
H -1.639 0.133 -2.076 0.22
H 0.147 0.400 -2.220 0.23
H -1.792 -2.170 -1.099 0.40
H -3.291 -1.766 -0.858 0.40
```

Results
SMILES: C=C1C[C@](C)(C(N)=S)N=N1
gap between HOMO and LUMO: 0.3192 Eh
lowest unoccupied orbital energy: 0.19 eV
M: 155.226 g/mol
spin multiplicity: 1